Here is a 4-piece molecular cluster, C30H69BN2O16P3S3 overall at a distorted geometry from OMol25. Energies are from the ωB97M-V functional and the def2-TZVPD basis.

Geometry as XYZ:
```
124
Properties=species:S:1:pos:R:3:forces:R:3
C -5.378075 1.572563 -1.955483 0.0132 0.7167 -0.7889
C -5.322766 2.380770 -3.358829 -0.1242 -0.8208 0.5949
C -4.295427 1.606798 -4.310640 -0.2466 0.7937 -0.5938
C -2.749900 1.767776 -3.893416 -0.2223 -0.3335 -0.5805
C -2.030986 0.340293 -3.588699 -0.3104 0.9551 0.5924
C -2.004009 0.024969 -2.002375 1.3832 0.6807 -0.3851
C -0.784083 -0.977116 -1.599343 -1.6362 0.8650 -0.3498
C -0.454235 -0.678523 -0.062919 -1.4781 -0.3945 -0.5191
N 0.756556 -1.363916 0.482751 -0.4609 -1.2600 0.4145
C 1.945176 -1.274784 -0.410940 1.2122 0.9458 0.2604
C 2.242871 0.301552 -0.677093 0.1495 -0.4078 0.1801
C 3.815992 0.616977 -0.641345 0.0286 -0.8057 -0.6097
C 4.346317 1.159624 0.762882 -0.5316 0.0366 0.0207
C 3.661404 2.516362 1.279169 -0.3408 0.0033 -0.0867
C 3.193975 3.532032 0.128149 -0.3404 1.0867 0.7539
C 1.579699 3.741245 0.063323 0.5187 1.0255 0.0014
C 1.153177 5.081646 0.876633 -0.5010 -1.0786 -0.1706
C 0.488810 -2.723990 0.943173 0.1887 -0.9234 -0.9891
S -0.054923 -3.998174 0.027884 0.7255 1.5799 1.0489
S 0.828100 -3.017559 2.765285 0.7383 0.5613 -0.8275
C 1.676391 -4.646860 2.979892 -0.1816 -1.4653 0.6447
C 2.930742 -4.590339 3.998728 0.3179 -0.3702 -0.0985
C 2.546682 -5.024590 5.502966 1.0593 -0.2734 -1.1843
S 2.896116 -3.681161 6.763750 -0.7589 -0.2232 0.6883
N 1.933085 -2.334675 6.227095 3.6586 2.8321 -0.5469
C 2.709817 -1.273164 6.085753 2.7124 -1.3966 -0.9163
O 3.634352 -0.526568 5.903497 -4.8850 -2.6891 1.0009
O 4.522997 -3.292436 6.760263 -1.7570 -0.4175 0.6357
B 5.023721 -3.060056 8.117563 1.6458 0.0642 2.3354
O 6.388914 -2.617628 8.286331 -3.4377 0.4404 -1.1484
O 4.245329 -3.291531 9.294731 0.9343 1.4854 -2.3662
H -5.403369 0.464182 -2.219468 0.1289 1.3796 0.5598
H -4.434892 1.838607 -1.362427 -1.4742 -0.6231 -0.5648
H -6.336968 1.823433 -1.389294 1.4721 -0.2508 -0.5219
H -5.048505 3.488507 -3.210604 -0.2170 -1.7186 -0.2181
H -6.388140 2.365606 -3.770982 1.5093 -0.0199 0.2087
H -4.586150 0.501492 -4.349093 0.3764 1.4332 0.1697
H -4.408253 2.013856 -5.376842 0.1328 -0.5614 1.4965
H -2.204658 2.273919 -4.773875 -0.8305 -0.7945 1.3377
H -2.661978 2.495358 -3.014979 -0.0253 -1.1226 -1.0053
H -0.953351 0.468374 -3.980418 -1.5662 -0.6415 0.6890
H -2.591039 -0.489849 -4.142484 1.0517 1.1307 0.5950
H -1.733310 1.034504 -1.507253 -0.6189 -1.4163 -0.6274
H -3.008374 -0.311864 -1.589340 1.2812 0.3362 -0.6268
H -1.143091 -2.036890 -1.809091 0.7895 1.2207 0.4837
H 0.052983 -0.734754 -2.330333 -0.8346 -0.3597 1.1776
H -0.429773 0.461059 0.111571 0.4043 -1.7868 -0.2830
H -1.356553 -1.043222 0.557752 1.3738 0.5312 -0.9139
H 2.855520 -1.749845 0.116645 -1.4508 0.7433 -0.5805
H 1.838401 -1.824212 -1.406202 -0.1760 0.5873 1.2475
H 1.760908 0.940162 0.138223 0.4737 -1.0846 -1.1621
H 1.744518 0.562932 -1.681708 0.9439 -0.1459 1.5389
H 4.078029 1.281139 -1.535340 -0.2148 -0.7079 1.4791
H 4.352257 -0.385344 -0.841473 -0.6177 1.5267 0.2260
H 4.119293 0.338704 1.543093 0.5710 1.1908 -1.1105
H 5.468461 1.340181 0.712207 -1.3680 -0.4630 -0.0096
H 4.396745 3.056634 1.981919 -1.1428 -0.9265 -1.0052
H 2.717074 2.262822 1.892561 1.4877 0.3567 -0.8081
H 3.599636 4.569394 0.433845 -0.5052 -1.5525 -0.6263
H 3.631078 3.326827 -0.902846 -0.6064 -0.0150 1.4400
H 1.003586 2.892774 0.555708 0.8116 0.8404 -0.9106
H 1.291583 3.861076 -1.043894 0.1604 -0.3057 1.7372
H 1.725945 5.984904 0.491481 -0.7544 -1.1278 0.6533
H 0.019819 5.242452 0.745960 1.7552 -0.0766 0.1564
H 1.324705 4.894993 2.000981 -0.0388 0.5181 -1.7130
H 0.910019 -5.349749 3.480852 1.1044 0.9252 -0.9745
H 1.981000 -5.152956 2.001442 -0.4859 1.0554 1.2210
H 3.740302 -5.335616 3.656127 -1.3267 1.1596 0.4325
H 3.438807 -3.571982 4.035430 -0.7693 -1.1897 -0.2851
H 3.194470 -5.912453 5.855615 -0.8327 1.5521 -0.2460
H 1.461633 -5.365817 5.626147 1.2994 1.0302 0.1818
H 6.389276 -1.702282 7.920050 0.7473 -0.7616 0.0769
H 4.466526 -2.554742 9.919106 0.0133 -1.2045 -0.3626
C -4.971590 6.921291 -7.204189 -0.4879 0.1573 0.1189
O -3.594548 6.561515 -7.132836 -0.1376 0.0751 -3.4794
P -3.223243 5.031693 -7.813614 2.4382 -3.9388 8.5123
O -3.847389 4.268611 -6.661449 -0.6528 0.4134 -1.5691
O -1.630357 5.289298 -7.502956 -0.5113 0.4889 -1.2998
C -1.024881 6.470838 -8.019066 0.2827 0.3221 0.1550
O -2.841072 3.580641 -8.640867 -1.4465 2.4964 -1.8618
C -2.233539 3.742901 -9.921084 0.3277 -0.1502 -0.2841
H -5.088062 7.924447 -6.791804 0.1745 -0.0692 -0.0604
H -5.304087 6.925263 -8.244203 -0.1720 0.1557 0.1175
H -5.581188 6.227648 -6.622031 0.0993 -0.0518 -0.0638
H -0.987378 7.230380 -7.235948 -0.0525 0.0452 -0.1349
H -1.576054 6.860971 -8.878287 0.1530 0.1371 0.0604
H -0.006162 6.236713 -8.332483 -0.0908 -0.0967 0.0192
H -1.167241 3.951469 -9.804318 -0.0107 0.0615 -0.0454
H -2.710616 4.555058 -10.475383 0.1461 -0.1584 -0.2218
H -2.352652 2.816278 -10.483373 -0.0498 0.0660 0.0802
C 0.880644 -0.639667 8.409683 -0.1263 0.0419 -0.0717
O 0.248868 -0.090494 9.556274 1.8716 -2.3631 1.4395
P -0.885170 -1.138742 10.311929 -8.0391 5.3214 -1.8883
O -1.913443 -0.955804 9.212833 1.3931 -1.2834 0.1580
O -1.131847 -0.020951 11.487776 1.2247 -1.0655 0.0557
C -0.003372 0.455388 12.215988 0.1681 0.4480 0.1914
O -1.882017 -2.261677 11.135565 3.3914 -0.8131 -0.4352
C -1.321432 -2.836432 12.315433 -0.0983 -0.1368 0.5104
H 1.612384 0.083191 8.038980 -0.0186 0.1140 0.1769
H 1.398727 -1.564705 8.675367 0.0932 0.0133 -0.1548
H 0.149664 -0.835348 7.621924 -0.0657 -0.0651 0.1137
H 0.319463 1.411188 11.799202 0.0907 -0.0982 0.0290
H 0.825732 -0.256116 12.180633 0.0583 0.1593 0.1030
H -0.293405 0.604630 13.256980 -0.0714 -0.0767 -0.0992
H -1.421549 -2.141661 13.152540 0.0673 -0.0181 0.0017
H -0.267368 -3.082168 12.162706 -0.0683 -0.1688 0.2395
H -1.865431 -3.751812 12.549344 0.0271 0.0812 -0.0883
C -1.228501 -6.678979 -5.676513 -0.0840 -0.4696 0.1306
O -1.434807 -5.317651 -6.042234 3.3317 -0.2215 -1.1605
P -0.458129 -4.194765 -5.187669 -7.8762 4.0304 4.5773
O -1.282939 -4.344976 -3.920272 1.5656 -0.7872 -0.3479
O -1.082759 -2.975637 -6.093825 1.3092 -0.6899 -0.5170
C -0.972773 -3.063026 -7.511628 -0.2802 0.0779 -0.3970
O 0.595786 -3.089902 -4.405669 1.6148 -2.3672 -1.8323
C 1.691051 -2.622466 -5.190478 0.2059 0.3690 -0.1173
H -1.857649 -7.305736 -6.309963 0.0460 0.1822 -0.0456
H -0.183375 -6.954303 -5.832495 -0.1193 -0.2322 -0.0133
H -1.504137 -6.843103 -4.633061 0.0502 0.1113 -0.0264
H -1.909609 -3.441133 -7.924869 0.1258 -0.0597 -0.0425
H -0.151875 -3.719932 -7.810082 -0.1121 0.0524 -0.1658
H -0.787579 -2.065273 -7.912711 0.0121 -0.0272 0.1378
H 1.357714 -1.824290 -5.858278 0.0360 -0.0336 -0.0565
H 2.123286 -3.438006 -5.775908 0.2297 0.2122 -0.0054
H 2.455915 -2.226511 -4.521119 -0.0674 -0.0647 -0.0064
```
Positions in Å, forces in eV/Å.

Results
HOMO energy, eV: -10.201
Calculated total energy, eV: -129000.52679
Total charge: +1
LUMO energy, eV: -4.942

Mulliken atomic charge list, values in e, 6 entries: atom 1 (C): -0.7003, atom 2 (C): -0.6779, atom 3 (C): -0.4612, atom 4 (C): -0.4437, atom 5 (C): -0.2993, atom 6 (C): -0.8398

***

Here is a 5-piece molecular cluster, C30H71N5O5 overall at a distorted geometry from OMol25. Energies are from the ωB97M-V functional and the def2-TZVPD basis.

Geometry as XYZ:
```
111
Properties=species:S:1:pos:R:3:forces:R:3
C -14.891840 -26.371510 21.108980 0.1018 -0.0559 -0.3557
C -16.182300 -25.549440 21.294200 0.4059 -0.5736 0.4098
C -16.842170 -25.925390 22.580750 -1.4673 -2.3125 -0.9173
O -17.162230 -27.345390 22.563820 -0.8468 -0.6547 1.2257
C -18.414040 -27.740410 21.888590 1.9426 2.0223 -0.5901
N -15.942050 -24.119130 21.423050 1.0262 0.0941 -1.6197
H -14.887810 -27.458530 21.028450 -1.3681 -0.2488 0.3035
H -14.265740 -26.236560 21.990960 0.5437 0.6732 -0.3783
H -14.466240 -26.174610 20.125010 0.6840 0.8861 0.2977
H -16.836470 -25.695540 20.434650 -0.3468 -0.5644 0.1068
H -17.782490 -25.374330 22.595620 -0.1103 0.2031 0.6509
H -16.199360 -25.777660 23.448550 -0.0935 0.2753 -0.0319
H -18.064860 -27.762730 20.856270 -0.8192 -0.4942 -0.2900
H -19.120130 -26.914450 21.974170 -0.3008 -0.0971 -0.0072
H -18.880210 -28.673140 22.206080 0.6423 0.0135 0.3822
H -16.015680 -23.812010 20.463700 0.8051 0.5305 -0.4397
H -16.723560 -23.594840 21.789740 0.0148 -0.5439 0.8106
C -17.367770 -30.448610 25.067830 -1.5412 0.8110 0.5782
C -16.095870 -30.880430 24.494910 1.8600 -1.5856 -1.2440
C -15.845020 -32.430720 24.623220 1.9322 1.3876 -0.5065
O -14.568710 -32.675340 25.303500 0.6399 0.0710 -1.3518
C -13.383290 -32.089380 24.603660 -0.7927 -0.0566 0.6923
N -16.115870 -30.606140 23.058390 -1.2523 0.6312 -0.5121
H -17.914230 -31.282390 25.508630 -0.2802 0.2547 -0.0111
H -17.926310 -29.984870 24.254770 -0.6242 -0.1540 0.2419
H -17.217320 -29.663020 25.808310 -0.1563 -0.1260 0.2020
H -15.325720 -30.218800 24.891420 0.5757 -0.8355 0.7293
H -15.811570 -32.810070 23.601910 0.4708 0.0624 -0.2262
H -16.698800 -32.996040 24.996820 0.4389 0.1278 1.1734
H -12.502040 -32.729670 24.564720 -0.4398 -0.7770 0.5345
H -13.038140 -31.201820 25.133950 -0.3311 0.1285 0.1660
H -13.485740 -31.800210 23.557730 -0.8982 -0.0724 -0.0479
H -16.526700 -29.683760 23.035410 0.0694 0.4141 -0.8709
H -15.234600 -30.538310 22.569660 0.3413 -0.1647 0.4044
C -16.489080 -23.006260 26.577820 -0.3494 -0.3721 -0.0040
C -16.248430 -22.651540 25.072850 -0.9608 -0.7339 0.6673
C -17.632630 -22.896890 24.230540 2.1467 1.7876 0.2220
O -17.367950 -22.423010 22.866250 -1.6896 0.4325 1.1352
C -18.578790 -22.218290 22.111690 -0.3280 0.3050 0.0682
N -15.787850 -21.249640 24.995140 -0.9908 -0.0027 -0.6255
H -17.212100 -22.394660 27.117530 -0.3768 0.4141 -0.6661
H -15.645570 -22.927910 27.263720 0.6633 0.0432 -0.6061
H -16.852290 -24.025050 26.712920 0.0079 -0.2317 -0.2810
H -15.497470 -23.330510 24.668910 0.0212 -0.1762 -0.0808
H -18.343200 -22.265010 24.763400 -0.3670 0.3085 -0.4154
H -18.058230 -23.899930 24.201230 0.5619 -0.2204 0.2345
H -19.047200 -23.121840 21.721460 0.2017 -0.5309 0.3366
H -18.425100 -21.613020 21.218310 0.7042 0.1323 0.1384
H -19.343660 -21.692920 22.683580 0.0428 -0.0021 0.3207
H -14.787540 -21.121680 25.050830 0.1603 -0.5629 0.3152
H -16.004820 -20.919970 24.065440 -0.2230 0.1563 -0.2569
C -20.436320 -29.192360 19.690890 0.1424 0.8757 -0.6974
C -21.677040 -28.322560 19.297890 1.6686 -0.5000 1.8744
C -22.838360 -28.898970 20.243860 0.1641 0.3988 -1.1525
C -23.901140 -27.908560 20.514210 -1.5151 0.2389 0.3471
C -23.326780 -26.645470 21.061530 -0.4353 0.7529 -1.4982
C -22.356040 -25.945050 20.060960 -0.9069 -1.4370 1.9210
N -21.282220 -26.967490 19.823080 -0.5914 0.8628 0.3232
O -20.204590 -26.343380 19.078420 -0.9468 -1.0793 0.5912
C -23.135200 -25.401890 18.794380 1.8227 -0.0059 0.4001
C -21.760350 -24.793490 20.879140 0.5498 -0.1591 -0.3814
C -21.965300 -28.377370 17.789820 -1.3403 -0.0299 0.3711
H -19.509530 -28.657560 19.483140 -0.1076 0.1487 -0.4128
H -20.386970 -30.101740 19.091980 -0.2093 -0.3507 0.4928
H -20.412110 -29.299070 20.775380 -0.2423 -0.6078 -0.1646
H -23.344300 -29.728350 19.749630 0.5341 -0.4258 -0.1044
H -22.582420 -29.198380 21.260200 1.2157 -0.3348 -0.3540
H -24.477770 -28.237560 21.378710 -0.5580 -0.6548 -0.2500
H -24.586120 -27.852570 19.668180 -0.0587 0.6114 -0.0735
H -22.928180 -26.964490 22.024570 0.7674 0.6483 0.0420
H -24.122560 -25.923830 21.246110 -0.1008 0.0411 0.2072
H -23.924690 -25.995410 18.333360 -0.2324 -0.0525 0.6307
H -23.377550 -24.350140 18.946660 -0.5288 -0.1910 0.1146
H -22.386730 -25.350030 18.003680 0.1552 0.1821 -0.3356
H -22.459960 -24.258180 21.521070 -0.7773 0.6844 -1.1885
H -21.152920 -25.077030 21.738630 0.8286 -0.9619 -0.5009
H -21.163680 -24.256650 20.141640 0.0061 0.9385 0.6866
H -23.027200 -28.613870 17.722420 -0.2278 -0.1031 -0.3758
H -21.445980 -29.149690 17.222430 0.2682 0.1170 0.2416
H -21.888180 -27.419130 17.276070 0.3755 -0.0399 0.0702
H -20.655300 -26.071070 18.275730 0.2448 0.3606 -0.7890
C -20.122260 -27.495740 24.961950 1.1842 0.4293 1.6780
C -21.113050 -28.238540 25.912580 -1.2385 0.1277 -0.1154
C -20.238260 -28.776490 27.127200 -1.0943 -0.8529 -0.5030
C -21.053030 -29.556390 28.230500 -0.0906 0.9435 -1.6630
C -22.137690 -28.630130 28.730460 -0.3420 -0.8092 0.1266
C -23.100010 -27.979150 27.588080 0.7073 -0.1371 0.9945
N -22.252760 -27.413390 26.562130 2.1147 0.7646 -1.2336
O -23.053660 -26.722840 25.560990 0.4479 -1.2445 0.5767
C -24.102210 -29.113180 27.075800 0.7151 0.7257 0.7522
C -23.786070 -26.839580 28.368540 -0.6696 0.0154 0.3741
C -21.646310 -29.342320 25.017270 0.0441 -1.7963 -1.1070
H -19.268240 -28.163230 24.847010 -0.0775 -0.5948 0.0331
H -19.614330 -26.712260 25.524320 -0.3080 0.7282 -0.1698
H -20.281740 -27.209620 23.922340 -1.1735 0.1915 0.3770
H -19.494550 -29.483970 26.760520 0.1153 0.2262 -0.4152
H -19.715400 -27.881340 27.464000 -0.0369 -0.1595 0.6589
H -20.421670 -29.975230 29.014110 0.1696 0.4876 0.1800
H -21.566270 -30.439650 27.850310 0.3147 -0.1329 -0.7325
H -21.616670 -28.015840 29.464820 -0.4357 1.2867 -0.5493
H -22.744640 -29.244880 29.395130 -0.6924 0.0348 -0.1092
H -23.477070 -30.003030 27.001970 -0.3943 -0.2058 -0.2356
H -24.916350 -29.295620 27.777220 0.2184 0.0006 0.3992
H -24.619730 -28.923270 26.135470 0.5237 0.3566 -0.1474
H -24.547110 -26.205780 27.913330 -0.5798 -0.9352 -0.6268
H -24.168280 -27.391410 29.227320 -0.6263 0.4861 0.2121
H -23.201650 -26.010380 28.767240 1.1846 -0.6073 -0.0191
H -21.257280 -30.300200 25.362550 -0.3712 -0.3313 0.2064
H -21.264270 -29.318360 23.996690 0.6185 0.4558 -0.0319
H -22.691710 -29.460510 24.732210 -0.3421 0.3878 1.0762
H -22.789410 -25.808260 25.684740 0.0996 0.2147 -0.0329
```
Positions in Å, forces in eV/Å.

Results
ΔE to the lowest compared entry with this formula, charge and spin, kcal/mol: 30.32
HOMO energy (alpha / beta), eV: 0.692 / -6.306
Calculated total energy, eV: -49939.45877
Total charge: -1
Multiplicity: 2
LUMO energy (alpha / beta), eV: 2.327 / 2.281

Mulliken atomic charge list, values in e, 6 entries: atom 1 (C): -1.6318, atom 2 (C): 0.5780, atom 3 (C): -0.1125, atom 4 (O): -0.3109, atom 5 (C): -0.7969, atom 6 (N): -0.6436